Density functional theory data (ωB97M-V with the def2-TZVPD basis set) for C60H52F5N7RuS3Si as an isolated structure at a distorted geometry.

Geometry as XYZ:
```
129
Properties=species:S:1:pos:R:3:forces:R:3
Ru 0.4642 -0.6350 0.0770 3.130 -1.599 -0.710
S -1.6604 4.8603 -2.0798 0.023 -0.049 0.124
C -2.3322 6.2002 -2.9061 0.045 0.206 -0.019
C -3.3205 5.8143 -3.7547 -0.044 -0.104 -0.014
C -3.5383 4.4068 -3.7346 -0.186 0.174 -0.212
C -2.7097 3.7390 -2.8751 0.181 -0.557 0.152
C -2.6584 2.3014 -2.5869 0.545 0.776 0.204
C -1.5673 1.7200 -1.9143 -0.118 0.191 -0.107
N -1.4596 0.4581 -1.5695 0.674 0.948 -0.024
C -2.4586 -0.3771 -1.9298 -0.131 -1.496 0.210
C -3.5762 0.0879 -2.6680 -0.430 0.566 -0.309
C -4.5756 -0.8530 -3.1012 -0.057 0.000 0.004
C -4.4387 -2.1647 -2.8524 -0.028 -0.011 0.018
C -3.3050 -2.6696 -2.1176 -0.223 -0.631 -0.037
C -3.1093 -4.0300 -1.9458 -0.795 0.479 -0.502
C -1.9854 -4.4859 -1.2796 0.926 -0.446 0.576
C -1.1566 -3.5055 -0.7125 -0.049 -0.287 -0.176
N -1.2977 -2.2037 -0.8388 0.398 0.646 0.148
C -2.3493 -1.7583 -1.6010 -0.281 1.052 -0.268
C -1.6554 -5.9115 -1.1785 -0.026 0.584 0.039
C -2.3777 -6.9836 -1.6296 -0.211 -0.199 -0.073
C -1.7427 -8.2321 -1.3891 -0.025 0.060 0.003
C -0.5423 -8.0885 -0.7649 0.104 -0.238 -0.027
S -0.1788 -6.4471 -0.4667 0.068 0.112 0.016
C -3.6751 1.4390 -2.9638 -0.509 -0.724 -0.134
H -1.9547 7.1934 -2.7131 -0.041 -0.050 -0.042
H -3.8729 6.5023 -4.3809 0.008 -0.019 0.027
H -4.2699 3.9060 -4.3557 0.042 0.031 0.042
H -0.7289 2.3642 -1.6742 -0.063 -0.051 0.052
H -5.4298 -0.4763 -3.6546 0.022 -0.003 0.002
H -5.1751 -2.8782 -3.2091 0.033 0.012 0.025
H -3.8307 -4.7291 -2.3568 0.006 0.084 -0.037
H -0.3264 -3.8373 -0.1063 0.054 0.004 -0.108
H -3.3391 -6.8854 -2.1177 0.060 -0.016 0.041
H -2.1625 -9.1893 -1.6680 0.014 0.024 0.003
H 0.1605 -8.8557 -0.4749 -0.089 0.028 0.003
H -4.5494 1.8110 -3.4877 -0.003 -0.077 -0.018
F 3.5587 -0.8902 1.0672 0.116 0.014 -0.191
C 2.6238 0.1179 1.0171 -1.636 0.062 0.100
F 3.2963 1.1225 0.3191 0.107 -0.337 -0.113
C 2.5155 0.6899 2.4664 -0.032 0.275 0.178
F 2.6265 2.0423 2.4814 0.041 -0.151 -0.031
F 3.4288 0.2230 3.3305 0.110 0.106 -0.175
F 1.3091 0.4338 3.0194 -0.054 -0.039 -0.062
C -1.6496 -0.8366 4.6198 -0.078 0.050 0.028
N -2.4830 0.2041 4.0668 -0.002 -0.079 0.132
C -3.3775 1.0110 4.8849 0.126 0.007 -0.052
C -4.1958 1.7884 3.8392 0.123 -0.009 -0.076
N -3.4446 1.5246 2.6174 -0.003 0.017 0.038
C -2.5831 0.4822 2.7603 0.022 -0.016 0.061
S -1.8844 -0.3415 1.4767 -0.158 0.254 0.005
H -2.2265 -1.7372 4.8438 -0.018 -0.003 -0.002
H -1.1706 -0.4802 5.5332 0.028 0.027 -0.026
H -0.8922 -1.0838 3.8843 -0.018 -0.028 -0.049
H -2.8039 1.6750 5.5370 0.021 0.008 0.002
H -4.0000 0.3727 5.5135 -0.024 -0.003 0.011
H -4.2307 2.8545 4.0560 -0.017 0.014 0.017
H -5.2188 1.4138 3.7694 -0.024 -0.033 -0.026
H -3.8000 1.7321 1.7007 0.009 -0.035 -0.071
C 3.8556 -2.8727 5.3442 -0.067 0.010 -0.001
C 2.5495 -2.4051 5.4145 -0.011 -0.008 -0.077
C 1.8119 -2.2315 4.2507 0.089 -0.086 -0.041
C 2.3345 -2.5197 2.9877 0.065 0.233 0.049
C 3.6504 -2.9880 2.9470 -0.053 0.008 0.020
C 4.4039 -3.1617 4.1026 -0.026 0.001 -0.050
Si 1.2442 -2.5293 1.3922 -0.033 -0.546 -0.079
C 0.0487 -3.8813 2.1556 -0.226 0.139 -0.020
C 0.6434 -5.0674 2.6121 -0.039 0.081 0.030
C -0.1035 -6.1073 3.1505 0.005 0.074 -0.003
C -1.4873 -6.0004 3.2391 0.048 0.067 -0.006
C -2.1028 -4.8319 2.8133 0.102 0.052 -0.026
C -1.3408 -3.7882 2.2868 0.023 -0.122 0.086
H 4.4358 -3.0138 6.2490 0.001 0.006 -0.023
H 2.1007 -2.1846 6.3771 0.023 0.025 -0.013
H 0.7984 -1.8639 4.3294 0.011 -0.080 0.051
H 4.0966 -3.2165 1.9852 0.001 -0.008 0.029
H 5.4236 -3.5241 4.0316 -0.018 -0.001 -0.003
H 2.1088 -3.4596 0.5876 -0.045 0.076 0.004
H 1.7220 -5.1767 2.5392 -0.043 -0.010 0.010
H 0.3940 -7.0091 3.4927 -0.014 0.024 -0.049
H -2.0780 -6.8230 3.6269 0.022 0.031 0.015
H -3.1825 -4.7349 2.8705 0.041 0.012 -0.005
H -1.8468 -2.8911 1.9510 0.004 -0.044 -0.031
N 2.0762 6.8025 -0.3865 0.218 0.026 -0.094
C 1.8705 8.1505 -0.1831 0.058 -0.047 -0.016
C 2.6054 9.2835 -0.5213 0.026 -0.059 -0.040
C 2.0780 10.5039 -0.1463 -0.096 -0.019 0.054
C 0.8525 10.5907 0.5372 0.023 -0.021 -0.009
C 0.1371 9.4591 0.8799 -0.009 0.022 0.025
C 0.6655 8.2182 0.5263 -0.090 -0.144 0.071
N 0.1796 6.9394 0.7665 -0.167 0.219 0.040
C 1.0403 6.1355 0.2121 -0.006 -0.190 -0.032
C 0.9413 4.6647 0.1927 0.004 0.222 0.019
C 0.1452 4.0059 1.1120 -0.048 -0.110 0.283
C 0.0657 2.6212 1.0597 0.011 0.155 0.004
N 0.6921 1.8797 0.1463 -0.879 0.708 -0.045
C 1.4310 2.5248 -0.7498 0.153 0.030 -0.056
C 1.5999 3.8986 -0.7547 0.196 -0.066 -0.252
H 2.8764 6.3734 -0.8155 0.006 0.001 0.018
H 3.5489 9.2173 -1.0494 -0.031 -0.006 0.002
H 2.6197 11.4113 -0.3805 -0.018 -0.007 -0.017
H 0.4661 11.5668 0.8028 0.016 -0.016 -0.004
H -0.8062 9.5198 1.4083 0.042 0.000 -0.004
H -0.3821 4.5703 1.8705 -0.023 -0.060 -0.050
H -0.5249 2.0778 1.7863 -0.039 -0.015 -0.038
H 1.9114 1.9032 -1.4935 -0.013 0.080 -0.009
H 2.2124 4.3529 -1.5266 -0.067 -0.065 0.012
C 0.4479 -1.6212 -3.5542 -0.093 0.017 0.065
C 1.6815 -1.8547 -2.6633 -0.194 0.403 -0.495
C 1.7842 -3.3503 -2.3204 0.111 0.094 0.067
C 1.6593 -1.0639 -1.3534 -0.652 -0.721 2.129
C 2.8886 -1.4122 -3.5034 -0.017 0.093 0.012
C 3.6400 -2.3008 -4.2699 0.054 0.028 -0.053
C 4.6965 -1.8548 -5.0595 -0.045 0.033 0.055
C 5.0264 -0.5081 -5.0988 -0.055 -0.011 0.076
C 4.2706 0.3938 -4.3582 -0.012 -0.006 -0.006
C 3.2154 -0.0568 -3.5791 -0.004 -0.092 -0.031
H -0.4472 -2.0388 -3.0995 0.029 0.020 -0.017
H 0.5986 -2.0960 -4.5292 0.011 0.025 0.073
H 0.2848 -0.5520 -3.7093 -0.023 -0.045 -0.010
H 1.0271 -3.6060 -1.5911 -0.019 -0.061 -0.035
H 2.7580 -3.5801 -1.8825 -0.038 -0.071 -0.022
H 1.6246 -3.9721 -3.2109 0.056 0.165 0.124
H 2.6907 -0.8539 -1.0585 0.110 0.010 -0.310
H 3.4045 -3.3577 -4.2676 0.019 0.043 0.052
H 5.2649 -2.5676 -5.6467 -0.015 0.007 0.046
H 5.8667 -0.1652 -5.6911 -0.057 0.000 -0.020
H 4.5029 1.4528 -4.3905 -0.003 -0.046 0.020
H 2.6195 0.6510 -3.0144 0.050 0.020 -0.015
```
Positions in Å, forces in eV/Å.

## Properties
energy relative to the best compared isomer or geometry (same formula, charge and spin)	7.9	kcal/mol
net charge	-1
2S+1	2
<S²>	0.784
max |F|	3.59	eV/Å
lowest unoccupied orbital energy (spin up / spin down)	1.92 / 1.92	eV